Entry 1:
ORCA calculation (wB97M-V/def2-TZVPD) on C40H54BrF9IrN4O2PSSi as an isolated structure.

```
114
Properties=species:S:1:pos:R:3:forces:R:3
C 2.4428 4.3998 0.5041 0.0 0.0 0.0
H -1.3476 -7.6647 2.9287 0.0 0.0 0.0
C -1.5030 5.1152 4.2726 0.0 0.0 0.0
H -3.0726 3.6599 4.1351 0.0 0.0 0.0
H 2.0811 -8.0207 -1.2155 0.0 0.0 0.0
C 1.1913 -7.6672 -0.6892 0.0 0.0 0.0
C -0.4085 5.6942 3.6535 0.0 0.0 0.0
H 1.2304 -6.5799 2.0734 0.0 0.0 0.0
C -1.8198 -5.0026 2.4338 0.0 0.0 0.0
C -0.8648 -5.9620 1.7146 0.0 0.0 0.0
F 4.8187 6.8315 -2.8226 0.0 0.0 0.0
C 4.9251 6.2954 -1.6061 0.0 0.0 0.0
H -1.2778 6.1000 -0.5650 0.0 0.0 0.0
C -1.3545 -7.4094 1.8666 0.0 0.0 0.0
H 2.3601 -5.4586 0.5968 0.0 0.0 0.0
C -5.0246 5.0374 -3.1165 0.0 0.0 0.0
H -3.5903 -6.2127 0.4405 0.0 0.0 0.0
N 1.6660 1.1296 1.1134 -0.1 0.0 -0.1
C -3.4995 3.3319 -2.1143 0.0 -0.1 0.0
C 3.5973 5.0317 0.0833 0.0 0.0 0.0
H -1.4036 -7.6734 -2.2666 0.0 0.0 0.0
H -2.3758 -4.0347 -2.3440 0.0 0.0 0.0
H 3.0658 1.8632 -1.0080 0.0 0.0 0.0
F 5.9093 5.3743 -1.6476 0.0 0.0 0.0
C 1.4732 0.7600 2.3575 0.0 0.1 0.0
C 1.3724 4.9652 -1.5894 0.0 0.0 0.0
F -2.9914 6.5297 5.4020 0.0 0.0 0.0
N 3.2228 2.0780 -1.9957 0.0 -0.1 0.0
C 2.5296 5.6094 -2.0045 0.0 0.0 0.0
H 2.1883 -4.3357 -0.7627 0.0 0.0 0.0
H -2.3772 -7.5456 1.5172 0.0 0.0 0.0
H -2.3245 2.8029 1.9587 0.0 0.0 0.0
H 2.5669 6.0964 -2.9692 0.0 0.0 0.0
H -1.2574 -0.4924 4.1095 0.0 0.0 0.0
H 2.9786 -0.4104 3.3287 0.0 0.0 0.0
Br -0.4992 -3.2429 -0.2467 0.0 -0.1 0.0
H 3.1158 -5.8231 -0.9439 0.0 0.0 0.0
C -2.0028 5.6527 5.5976 0.0 0.0 0.0
H -3.2787 6.7080 -1.8668 0.0 0.0 0.0
N -0.7362 0.7448 1.7554 -0.1 0.1 -0.2
C 3.6341 5.6362 -1.1684 0.0 0.0 0.0
H 2.4199 3.9343 1.4810 0.0 0.0 0.0
N 2.4057 1.9719 -4.1347 -0.1 0.0 0.0
H 0.2383 -6.6068 -3.0246 0.0 0.0 0.0
H 1.0664 2.7524 -5.5606 0.0 0.0 0.0
H 2.3262 0.9051 4.3113 0.0 0.0 0.0
H -1.3929 -5.2710 -3.1703 0.0 0.0 0.0
C -3.8104 4.6727 -2.2865 0.0 0.0 0.0
H 4.9976 1.7188 -3.0831 0.0 0.0 0.0
H -3.4827 -4.5265 -0.1529 0.0 0.0 0.0
Si -0.5134 -5.4825 -0.0939 0.1 0.1 0.1
C 0.0877 0.4899 2.7087 0.0 0.0 0.2
C -1.8847 5.3217 -1.0121 -0.1 0.0 0.0
C -2.1898 4.0711 3.6636 0.0 0.0 0.0
H -2.3035 0.2474 2.7465 0.0 0.0 0.0
H -4.4310 -5.7230 -1.0186 0.0 0.0 0.0
C -2.2134 -7.4353 -1.5825 0.0 0.0 0.0
H -0.7140 -8.1307 1.3593 0.0 0.0 0.0
P -0.1703 3.5277 0.1968 -0.1 0.1 0.1
H -3.1436 -7.7786 -2.0599 0.0 0.0 0.0
C -3.0123 5.6680 -1.7376 0.0 0.0 0.0
S 0.7009 1.2016 -2.2539 -0.1 0.0 -0.2
H 1.8656 1.2326 -6.0088 0.0 0.0 0.0
H -1.9178 -5.3420 3.4678 0.0 0.0 0.0
H 5.1873 2.5774 -1.5515 0.0 0.0 0.0
H -4.1422 2.5683 -2.5308 0.0 0.0 0.0
H -2.1174 -8.0122 -0.6640 0.0 0.0 0.0
H -1.4284 -3.9853 2.4528 0.0 0.0 0.0
C -2.2823 -5.0926 -2.5749 0.0 0.0 0.0
H -2.1382 1.9280 -1.2680 0.0 0.0 0.0
C -0.2736 -0.0294 4.0596 0.0 0.0 0.0
O -2.0814 0.5060 1.8376 0.0 0.0 -0.1
H 4.5325 3.4365 -2.9442 0.0 0.0 0.0
F -1.0265 6.2626 6.2718 0.0 0.0 0.0
C 2.2446 1.8212 -2.8298 0.0 0.0 0.1
H -3.1403 -5.3689 -3.2046 0.0 0.0 0.0
C -0.6194 4.1240 1.8383 0.1 0.0 0.0
C 1.0070 -6.1750 -1.0116 0.0 0.0 0.0
H 0.8003 -4.9339 -2.8068 0.0 0.0 0.0
C 0.5126 -5.8353 2.4113 0.0 0.0 0.0
F -5.4387 6.2771 -2.8598 0.0 0.0 0.0
C 0.9737 -5.9752 -2.5294 0.0 0.0 0.0
F -6.0344 4.1935 -2.8756 0.0 0.0 0.0
H 0.1013 6.5265 4.1191 0.0 0.0 0.0
Ir 0.0591 1.2936 -0.0498 0.5 0.1 0.3
H 0.5628 1.2229 -4.8180 0.0 0.0 0.0
C -2.3659 2.9866 -1.3986 0.0 0.1 -0.1
C -1.7531 3.5798 2.4481 -0.1 0.1 0.0
C 1.4096 1.7871 -5.1926 0.0 0.0 0.0
H 1.9504 -6.2599 -2.9269 0.0 0.0 0.0
H 0.8740 5.6845 1.9541 0.0 0.0 0.0
C -2.3902 -5.9628 -1.3572 -0.1 0.0 -0.1
H 3.3158 2.2883 -4.4383 0.0 0.0 0.0
F -4.7245 4.9562 -4.4210 0.0 0.0 0.0
F 5.2937 7.2453 -0.7489 0.0 0.0 0.0
H 4.4674 5.0645 0.7267 0.0 0.0 0.0
C 0.0329 5.2048 2.4317 0.0 -0.1 0.0
H 0.3570 -8.2829 -1.0233 0.0 0.0 0.0
C 2.2281 -5.3868 -0.4797 0.0 0.0 0.0
C 1.3189 4.3768 -0.3268 0.0 -0.1 -0.1
F -2.4787 4.6563 6.3583 0.0 0.0 0.0
O 2.7971 1.3830 0.6419 0.0 -0.1 0.0
H 0.4540 -0.7767 4.3730 0.0 0.0 0.0
H -0.2417 0.7840 4.7889 0.0 0.0 0.0
H -2.8185 -4.9771 2.0075 0.0 0.0 0.0
C -3.5092 -5.5780 -0.4368 0.0 0.0 0.0
C 4.5574 2.4748 -2.4292 0.0 0.0 0.0
H 0.3513 -6.0050 3.4787 0.0 0.0 0.0
H 0.9494 -4.8406 2.2992 0.0 0.0 0.0
H 1.3543 -7.8534 0.3713 0.0 0.0 0.0
C 2.6174 0.6207 3.3014 0.0 0.0 0.0
C -1.5496 3.9766 -0.8595 0.0 0.0 0.1
H 3.4434 1.2487 2.9767 0.0 0.0 0.0
H 0.5124 4.9448 -2.2457 0.0 0.0 0.0
```
Forces are in eV/Å.

Summary:
* LUMO level (spin up / spin down): -9.1 / -10.0 eV
* E: -6531.4387 a.u.
* frontier orbital gap (spin up / spin down): 7.165 / 6.191 eV
* total charge: +3
* spin multiplicity: 2

***

Entry 2:
ORCA calculation (wB97M-V/def2-TZVPD) on a 2-piece molecular cluster, C8H13NS overall at a distorted geometry.

```
23
Properties=species:S:1:pos:R:3:forces:R:3
H -3.0560 -0.7163 1.6863 -0.9 -0.9 1.4
H 0.3718 1.4329 -1.7812 -0.1 0.2 -0.2
C -0.2357 0.6026 -1.4556 0.8 2.0 1.6
C -1.7160 -0.3330 0.2669 1.1 1.1 -0.8
H -1.3877 -0.0560 2.1729 -0.8 -0.2 1.2
C -0.8480 2.0855 0.3430 0.4 -0.9 1.4
H 4.3590 0.1409 -1.1199 -0.8 -0.9 0.1
C -1.9940 -2.5359 -0.8377 -1.1 1.8 -0.7
H -0.5464 2.1081 1.4181 0.4 0.0 -0.8
C -2.3021 0.0078 1.5755 1.5 -1.8 -0.5
H -0.0537 -0.2597 -1.9553 -0.1 -2.6 -1.6
H 2.9941 0.1490 1.3947 -0.9 -2.0 -0.8
C -0.8267 0.6871 -0.2594 -0.5 1.3 -1.8
S 2.2771 -1.1476 -0.6092 2.9 0.8 0.7
N -1.7799 -1.4810 -0.2972 0.0 -1.2 0.4
C 3.6348 -0.6374 -1.4478 -1.1 0.1 0.0
H -2.6761 0.9763 1.6072 -0.8 1.6 0.0
H -0.3128 2.8127 -0.2535 0.4 -0.1 0.1
H 3.6602 -0.9286 -2.5027 -0.1 0.1 0.5
H -1.8418 2.4341 0.4315 -1.3 0.4 -0.3
C 2.4159 -0.7790 1.0061 -2.0 1.0 0.6
H 1.4219 -1.0724 1.5542 2.1 0.7 -1.0
H -1.5578 -3.4901 -0.9368 0.8 -0.7 0.5
```
Forces are in eV/Å.

Summary:
* LUMO level (spin up / spin down): 0.0 / 0.0 eV
* E: -765.3126 a.u.
* frontier orbital gap (spin up / spin down): 7.094 / 7.090 eV
* spin multiplicity: 1

***

Entry 3:
ORCA calculation (wB97M-V/def2-TZVPD) on a 3-piece molecular cluster, C23H25F3N4O3PS overall at a distorted geometry.

```
60
Properties=species:S:1:pos:R:3:forces:R:3
H 4.2857 -8.0592 3.8202 0.0 0.1 0.0
H -0.6690 1.7351 0.8693 -0.4 0.2 -0.5
H 3.3110 -3.2225 4.1873 0.0 0.0 0.0
C -3.3755 1.7045 -2.4375 1.1 -0.9 0.9
H 2.1135 4.6875 -1.7028 -0.9 -0.5 -0.3
N -4.2566 6.5374 -2.1497 -1.2 2.1 1.1
F 1.5563 2.3131 -2.9497 0.2 0.1 0.0
C -3.1040 -0.4305 -0.4060 -0.1 2.5 -2.4
O -0.8973 1.5122 -2.8861 -0.6 1.3 1.1
H -0.9448 -0.3999 -1.0099 -0.9 0.3 -0.3
C 0.2922 -2.3002 0.6512 0.3 0.4 -0.1
H 4.4613 -6.5854 1.8240 0.0 0.0 0.0
C -0.6501 -3.1748 1.1355 0.4 -0.4 -0.1
H 2.3958 0.8478 -0.7936 -0.3 0.1 0.0
C -2.3419 6.3111 -1.1063 -3.0 -0.4 -2.7
H -4.9864 8.2978 -1.0603 1.1 -0.5 0.3
C -4.5234 1.2785 -1.6660 1.8 -1.0 0.5
H 0.0909 -1.2365 0.6787 -0.1 -0.1 0.1
C 1.4833 -2.7927 0.1339 -0.1 -0.2 0.0
H -0.4720 5.6979 -3.1398 0.2 -0.2 1.1
C -0.4436 -4.5405 1.1176 -0.2 -0.2 0.1
C 3.8963 -4.8330 2.9099 -0.1 -0.4 0.5
C -4.3822 0.2304 -0.6634 1.4 0.1 -0.5
N 1.3931 0.8998 -0.5920 -0.6 1.0 0.2
H -3.4371 2.5134 -3.2062 -0.2 -0.8 0.8
C -0.6696 2.9112 -2.7733 -1.2 -0.3 -2.1
H 1.2489 0.4383 0.3125 -0.1 0.0 -0.4
C -4.2014 7.5414 -1.2407 1.7 -3.8 -2.3
H -3.0079 -1.2482 0.3370 0.0 0.8 -0.7
O -0.5659 2.5417 0.3226 1.5 -0.9 -1.1
H 2.2352 -2.1103 -0.2454 0.0 0.0 0.0
H -5.2584 -0.0979 -0.0624 0.7 0.4 -0.7
N -3.1528 5.7898 -2.0708 2.3 0.3 1.7
H -1.2034 -5.2044 1.5104 0.0 0.1 0.0
S -0.7350 5.6550 -0.6309 -1.0 0.6 -0.2
C 4.0654 -7.0018 3.9033 -0.1 0.2 0.1
C 3.4011 -5.1065 5.2338 0.1 -0.2 -0.2
F -1.7935 -2.6764 1.6305 -0.3 0.1 0.2
H -5.5135 1.7500 -1.8312 0.9 -0.4 0.1
C 1.2397 4.5247 -2.3847 0.6 1.4 -0.4
C 1.7072 -4.1631 0.1034 0.0 0.0 -0.1
C 3.5154 -4.2840 4.1204 -0.1 0.3 0.0
C -2.0557 1.1086 -2.1887 -2.8 -1.4 2.0
H -0.7018 3.3221 -3.8205 0.4 -0.1 1.0
F 4.0024 -4.0370 1.8288 0.1 0.1 0.0
C -1.9450 0.0509 -1.1879 -1.2 0.4 -0.1
H -1.4509 3.4470 -2.1785 0.9 -0.4 -0.1
O -2.9982 7.3955 -0.6178 0.8 1.3 1.7
H 0.7581 6.6408 -2.2536 -0.4 -1.1 -0.1
H 3.0963 -4.6893 6.1858 0.0 0.0 -0.1
H 1.6486 4.5914 -3.4330 -0.6 -0.2 1.0
C 0.1838 5.6710 -2.2310 0.4 0.8 -0.9
C 4.1698 -6.1827 2.7864 0.1 -0.1 -0.3
C 0.7432 -5.0380 0.5928 0.0 0.3 0.0
H 2.6333 -4.5496 -0.3027 -0.1 0.0 0.0
H 0.9155 -6.1069 0.5649 0.0 0.1 0.0
P 0.9105 2.5544 -0.4432 1.2 0.1 3.6
C 3.6789 -6.4644 5.1250 0.0 0.0 0.1
H 3.5936 -7.1042 5.9954 0.0 0.0 -0.1
N 0.7108 3.1396 -2.2154 -1.7 -0.5 -1.3
```
Forces are in eV/Å.

Summary:
* LUMO level: -3.3 eV
* E: -2374.8930 a.u.
* frontier orbital gap: 7.567 eV
* total charge: +1
* spin multiplicity: 1

***

Entry 4:
ORCA calculation (wB97M-V/def2-TZVPD) on C27H25HfN4S as an isolated structure at a distorted geometry.

```
58
Properties=species:S:1:pos:R:3:forces:R:3
H -5.5991 -0.3103 -1.3363 0.1 0.2 0.1
H 5.3744 -3.0977 0.8661 0.4 0.0 -0.1
H -2.6408 6.2260 -0.9594 0.2 0.1 0.1
Hf -1.2757 1.0794 -0.2462 2.2 2.1 -0.8
C -5.2023 0.4415 -0.6575 0.6 0.3 0.2
C -0.6125 6.0092 -0.1556 -0.6 -0.1 -0.1
C -1.0191 -3.0545 1.5872 -0.8 0.0 -0.9
C 2.1308 -0.7885 -0.2045 -0.5 0.7 0.2
C -5.4288 2.3876 0.8156 -0.3 -0.8 -1.1
C 0.1807 3.7216 -0.0522 -0.7 1.6 0.4
C 3.2223 1.3825 0.1390 -0.8 -1.3 -0.1
C 1.2244 2.7476 0.1365 0.5 -1.1 0.2
H 1.5636 -3.4984 0.6269 0.1 -0.1 0.2
H -3.0078 3.8536 -1.2551 -0.1 0.0 0.1
H 1.5242 -3.2734 -1.1187 0.1 -0.1 0.0
C 0.3914 5.1016 0.1604 0.3 -0.7 -0.2
S 2.9106 3.0945 0.3233 -1.5 -1.1 -0.4
H 2.2571 -4.7191 -0.4641 0.0 -0.2 0.1
H 3.9411 -3.1744 1.8618 -0.1 0.1 0.3
C -2.5859 -2.7685 -0.2779 -0.1 1.0 -0.1
C -2.0678 4.1850 -0.8300 0.1 0.2 0.3
C 3.3652 -1.4418 -0.1828 -0.6 -0.3 -0.1
N -1.4758 -0.8689 0.7094 1.5 -1.7 1.4
H -7.0844 1.4379 -0.2331 0.1 -0.1 -0.2
C -6.0123 1.4133 -0.0721 0.8 0.7 1.3
C -4.0702 2.3305 1.0473 -0.2 -0.5 0.4
C -2.3176 -1.3990 -0.1773 0.4 -1.4 0.3
H -0.5314 -3.7066 2.3039 0.0 0.1 -0.1
H -0.0586 -1.2182 2.2217 0.0 0.0 -0.1
C 4.4353 0.7248 0.0999 0.8 -0.1 0.3
H 4.4091 -4.4252 -1.6138 -0.1 0.0 0.0
C 4.2780 -3.3450 -1.5548 -0.5 0.5 0.2
H 4.3743 -4.5673 0.8773 0.2 0.1 0.0
C 4.5089 -0.6641 -0.0602 0.3 1.0 0.1
N -2.8300 -0.3352 -1.0150 -1.2 -0.6 -0.2
H -0.4286 7.0810 -0.0233 -0.2 -0.5 0.0
H -6.0373 3.1952 1.2442 0.3 -0.5 -0.2
C 4.3660 -3.4751 0.9129 -1.0 -0.1 -0.2
C -1.0885 3.2537 -0.4852 0.2 -0.9 0.1
N -3.2913 1.3158 0.5502 -0.6 1.3 -0.6
H 5.4756 -1.1624 -0.1070 -0.1 0.4 0.1
H 5.3124 1.3399 0.2593 0.3 -0.3 -0.2
H 1.2058 -1.3372 -0.3776 0.2 -0.1 0.1
N 0.8816 1.4169 0.0431 0.2 0.5 -0.4
H -2.2223 -4.6429 0.7287 0.1 0.2 -0.2
H 1.3608 5.4287 0.5524 -0.4 0.1 -0.2
C 2.0450 0.6006 -0.0127 0.7 0.6 0.2
H 5.2672 -2.8933 -1.5486 0.0 0.0 -0.1
C 3.5028 -2.9607 -0.2685 0.4 -0.4 -0.1
C -1.8517 5.5420 -0.6631 0.7 0.4 0.0
C -0.7624 -1.7003 1.5539 -1.0 0.3 -0.2
H 3.7186 -2.9787 -2.4181 0.2 -0.2 -0.2
H -3.5616 3.0722 1.6442 0.1 -0.1 0.2
C 2.1314 -3.6582 -0.2907 0.2 0.5 -0.3
H -3.2136 -0.6845 -1.8944 0.2 0.1 0.0
H -3.2789 -3.1284 -1.0401 0.2 -0.1 0.3
C -3.8396 0.4812 -0.3307 -1.6 -0.2 -0.3
C -1.9627 -3.5859 0.6613 0.4 0.2 0.7
```
Forces are in eV/Å.

Summary:
* LUMO level: -10.9 eV
* E: -1708.1728 a.u.
* frontier orbital gap: 5.520 eV
* total charge: +3
* spin multiplicity: 1